{
  "formula": "C40H48FeN7O3S",
  "method": "the ωB97M-V functional and the def2-TZVPD basis",
  "total_charge": -1,
  "spin_multiplicity": 5,
  "relative_energy_kcal_mol": 5.5,
  "gap_ha": [0.1688, 0.1798],
  "e_tot_ev": -104059.1158,
  "e_lumo_ev": [1.89, 1.82],
  "elements": ["Fe", "O", "C", "O", "C", "C", "C", "C", "C", "C", "C", "C", "C", "N", "H", "H", "H", "H", "H", "H", "C", "C", "C", "C", "C", "C", "C", "C", "N", "H", "H", "H", "H", "H", "H", "H", "H", "H", "C", "C", "C", "C", "N", "C", "S", "N", "C", "C", "C", "C", "H", "H", "H", "H", "H", "H", "H", "H", "H", "H", "H", "H", "H", "H", "H", "H", "H", "H", "H", "H", "C", "C", "C", "C", "C", "N", "C", "O", "N", "C", "C", "C", "C", "N", "C", "C", "C", "H", "H", "H", "H", "H", "H", "H", "H", "H", "H", "H", "H", "H"],
  "coordinates": [[-0.194, 0.850, 0.620], [1.180, 4.733, 1.168], [0.574, 3.663, 1.148], [1.059, 2.518, 1.439], [-0.890, 3.619, 0.780], [-1.642, 4.740, 0.471], [-2.991, 4.611, 0.183], [-3.597, 3.336, 0.272], [-4.957, 3.089, 0.023], [-5.492, 1.822, 0.176], [-4.700, 0.778, 0.636], [-3.360, 0.991, 0.906], [-2.775, 2.243, 0.668], [-1.433, 2.379, 0.840], [-1.139, 5.696, 0.477], [-3.594, 5.476, -0.061], [-5.580, 3.908, -0.309], [-6.545, 1.658, -0.017], [-5.131, -0.197, 0.799], [-2.730, 0.198, 1.309], [1.486, -1.824, -1.527], [1.085, -2.638, -0.332], [1.124, -4.016, -0.382], [0.737, -4.805, 0.693], [0.286, -4.188, 1.855], [0.244, -2.817, 1.963], [-0.234, -2.116, 3.196], [0.626, -1.987, 0.857], [0.527, -0.680, 0.972], [0.860, -2.074, -2.383], [2.521, -2.022, -1.808], [1.369, -0.762, -1.320], [1.463, -4.493, -1.294], [0.796, -5.884, 0.629], [-0.018, -4.800, 2.697], [-0.533, -2.815, 3.975], [-1.069, -1.459, 2.944], [0.557, -1.476, 3.581], [7.746, -0.495, 1.767], [6.417, 0.084, 2.240], [5.363, 0.087, 1.138], [4.036, 0.667, 1.647], [3.084, 0.800, 0.576], [3.083, 1.780, -0.339], [1.862, 1.840, -1.483], [4.154, 2.596, -0.391], [4.363, 3.673, -1.322], [5.802, 3.623, -1.842], [6.053, 2.404, -2.734], [5.380, 2.542, -4.097], [8.481, -0.464, 2.570], [8.127, 0.071, 0.919], [7.619, -1.531, 1.460], [6.573, 1.110, 2.587], [6.047, -0.496, 3.088], [5.184, -0.928, 0.781], [5.722, 0.674, 0.291], [4.209, 1.628, 2.150], [3.609, -0.013, 2.386], [2.190, 0.312, 0.694], [4.745, 2.632, 0.426], [4.175, 4.636, -0.836], [3.646, 3.551, -2.132], [6.487, 3.590, -0.988], [6.010, 4.536, -2.406], [5.675, 1.509, -2.233], [7.133, 2.279, -2.866], [4.306, 2.389, -4.007], [5.776, 1.801, -4.791], [5.559, 3.536, -4.508], [-7.918, -2.089, 2.236], [-6.598, -2.364, 1.574], [-6.467, -2.417, 0.193], [-5.260, -2.725, -0.410], [-4.134, -2.993, 0.367], [-2.924, -3.438, -0.161], [-2.671, -3.743, -1.487], [-2.190, -4.805, -1.824], [-3.041, -2.778, -2.402], [-2.733, -1.410, -2.291], [-3.273, -0.490, -3.201], [-2.817, 0.822, -3.139], [-1.888, 1.182, -2.186], [-1.417, 0.317, -1.276], [-1.831, -0.947, -1.352], [-4.250, -2.887, 1.754], [-5.456, -2.571, 2.344], [-8.711, -2.005, 1.496], [-7.881, -1.165, 2.814], [-8.168, -2.894, 2.929], [-7.329, -2.222, -0.430], [-5.205, -2.769, -1.485], [-2.335, -3.953, 0.483], [-3.076, -3.121, -3.354], [-3.991, -0.799, -3.945], [-3.179, 1.550, -3.848], [-1.482, 2.182, -2.134], [-1.387, -1.619, -0.635], [-3.376, -3.042, 2.369], [-5.519, -2.490, 3.421]],
  "forces_ev_per_angstrom": [[1.0, 1.2, -0.5], [-0.5, 0.6, -0.2], [1.6, -1.1, 0.5], [-0.8, 0.6, -0.1], [-0.6, -2.2, 0.2], [-1.3, 0.7, -0.3], [0.9, -0.2, 0.3], [0.4, -0.2, 0.2], [-0.5, -0.5, -0.1], [-0.2, 1.2, -0.3], [1.2, -0.3, 0.5], [-0.8, -0.6, -0.1], [-0.2, 0.6, 0.0], [-0.7, 2.5, 0.1], [0.0, 0.0, -0.1], [0.0, 0.0, -0.1], [-0.1, 0.1, 0.0], [0.0, 0.0, -0.1], [0.0, -0.1, 0.1], [-0.1, 0.1, -0.2], [-0.1, 0.0, 0.2], [-0.1, 0.0, 0.1], [0.0, -0.2, 0.1], [0.0, -0.4, -0.1], [0.1, -0.2, 0.0], [-0.2, 0.0, -0.1], [0.1, -0.2, -0.2], [0.0, -0.4, 0.3], [0.7, -0.9, 0.3], [-0.1, 0.0, -0.3], [0.1, 0.1, -0.1], [0.1, -0.1, -0.1], [0.0, -0.1, -0.1], [-0.1, 0.0, 0.0], [0.0, -0.1, 0.1], [-0.1, -0.2, 0.1], [-0.1, 0.1, 0.1], [0.0, 0.2, 0.1], [-0.2, 0.1, 0.2], [0.0, -0.1, -0.3], [0.0, 0.1, 0.5], [0.4, -0.1, -0.4], [0.0, 0.5, -0.1], [0.3, -0.9, 0.1], [-0.7, 0.2, -0.7], [0.2, 0.1, 0.5], [0.2, 0.3, -0.1], [-0.2, -0.3, 0.0], [0.1, 0.2, 0.0], [0.1, -0.1, 0.2], [0.2, 0.0, 0.0], [0.1, 0.0, -0.1], [0.0, -0.1, -0.1], [0.0, 0.0, 0.1], [0.0, 0.0, 0.1], [0.0, 0.0, -0.1], [0.0, -0.1, -0.1], [-0.1, 0.0, 0.0], [-0.1, 0.1, 0.0], [-0.3, -0.3, 0.0], [-0.1, -0.1, 0.0], [-0.1, 0.0, 0.0], [0.0, 0.1, 0.1], [0.0, 0.1, 0.0], [0.1, 0.1, 0.0], [0.1, 0.0, 0.0], [0.0, 0.0, 0.0], [-0.1, 0.0, -0.1], [-0.1, 0.0, -0.1], [0.0, 0.0, -0.1], [0.1, 0.0, 0.0], [0.0, 0.1, 0.0], [0.0, 0.0, 0.3], [0.1, 0.0, -0.1], [-0.4, 0.1, -0.1], [0.3, 0.0, 0.1], [0.1, -0.8, 0.1], [-0.1, 0.3, -0.1], [-0.2, 0.1, -0.5], [-0.4, 0.5, -0.6], [0.6, -0.1, 0.7], [-0.3, -0.3, -0.3], [0.3, -0.3, 0.5], [-0.5, 0.1, -0.6], [0.5, 0.3, 0.4], [0.2, 0.1, 0.0], [-0.1, 0.0, -0.2], [-0.1, 0.0, 0.0], [-0.1, 0.1, 0.0], [-0.1, 0.0, 0.0], [-0.1, 0.0, -0.1], [0.0, 0.0, 0.0], [0.1, 0.0, -0.1], [0.2, -0.1, 0.2], [-0.1, -0.1, -0.1], [0.0, 0.1, 0.0], [0.0, 0.2, 0.0], [0.1, -0.1, 0.1], [0.2, -0.1, 0.1], [0.0, 0.0, 0.1]]
}